Here is a 4-piece molecular cluster, C19H32B4F3NO14 overall in a non-equilibrium geometry from OMol25. Energies are from wB97M-V/def2-TZVPD.

Geometry (Å):
H -3.559 -1.908 1.578
N -3.123 -1.973 2.499
C -1.858 -2.016 2.400
C -1.037 -2.181 3.659
C -1.100 -1.922 1.097
B -0.270 -0.603 0.919
O 0.241 0.100 2.001
B 1.357 0.917 1.840
C 2.284 1.313 3.033
C 3.757 1.018 2.700
C 4.087 -0.474 2.804
C 5.594 -0.773 2.934
C 6.196 -1.657 1.831
O 6.770 -2.844 2.355
C 6.088 -4.024 1.999
O 1.662 1.316 0.543
B 1.312 0.424 -0.459
B 2.465 -0.164 -1.622
C 2.294 -1.583 -2.262
O 3.547 0.631 -1.944
O 0.040 -0.120 -0.345
H -1.223 -3.174 4.072
H 0.031 -2.077 3.475
H -1.351 -1.456 4.409
H -1.797 -1.983 0.256
H -0.412 -2.770 0.987
H 1.983 0.791 3.944
H 2.170 2.389 3.209
H 4.417 1.583 3.363
H 3.962 1.356 1.680
H 3.698 -0.987 1.915
H 3.548 -0.885 3.663
H 5.806 -1.259 3.887
H 6.132 0.178 2.949
H 6.987 -1.127 1.294
H 5.421 -1.920 1.100
H 6.596 -4.851 2.492
H 5.043 -4.004 2.334
H 6.107 -4.192 0.916
H 1.248 -1.831 -2.452
H 2.671 -2.347 -1.566
H 2.878 -1.688 -3.179
H 4.420 0.270 -1.792
O -4.558 -1.087 -0.442
C -4.207 0.038 -0.305
O -2.929 0.449 -0.200
C -2.902 1.879 -0.197
C -4.315 2.220 0.247
F -4.788 3.339 -0.341
O -5.050 1.101 -0.219
H -2.730 2.241 -1.212
H -2.122 2.231 0.470
H -4.449 2.304 1.327
O -11.290 -0.943 -1.180
C -10.213 -0.458 -1.248
O -9.043 -1.132 -1.169
C -7.975 -0.229 -1.462
C -8.603 1.115 -1.154
F -8.160 2.097 -1.978
O -9.971 0.877 -1.404
H -7.728 -0.292 -2.523
H -7.104 -0.466 -0.859
H -8.482 1.451 -0.123
O 4.113 2.196 -6.724
C 3.248 2.556 -6.005
O 2.989 3.844 -5.673
C 1.777 3.888 -4.922
C 1.687 2.471 -4.386
F 0.405 2.031 -4.292
O 2.363 1.730 -5.375
H 0.936 4.086 -5.590
H 1.841 4.654 -4.155
H 2.179 2.313 -3.424

HOMO = -9.80 eV
gap between HOMO and LUMO = 9.4705 eV